[1]
Formula: C15H45BaNO23P5
Source: the OMol25 dataset
Level of theory: the ωB97M-V functional and the def2-TZVPD basis

## Properties
Energy above the lowest of the compared OMol25 structures with the same formula, charge and spin, kJ/mol: 0.0
Frontier orbital gap, eV: 7.84
Total charge: +1
Max |F|, eV/A: 5.137
LUMO level, Eh: -0.0912
Spin multiplicity: 1

XYZ file:
```
90
Properties=species:S:1:pos:R:3:lowdin_charge:R:1
Ba -38.87933 5.74575 -34.42812 2.004
N -39.20938 4.91319 -31.32175 -0.664
O -39.92806 5.86258 -31.65655 -0.118
O -38.69152 4.14336 -32.11563 -0.152
O -38.88860 4.85494 -30.14343 0.018
C -34.18262 5.56248 -35.68190 -0.057
O -34.38192 4.14590 -35.41248 -0.220
P -35.78181 3.41800 -35.06973 0.487
O -36.75592 4.32512 -34.44048 -0.465
O -36.18964 2.76583 -36.48619 -0.203
C -36.82675 3.36843 -37.56667 -0.109
O -35.36882 2.10969 -34.19443 -0.174
C -35.65203 1.96917 -32.82858 -0.105
H -33.24536 5.85941 -35.21129 0.101
H -35.00638 6.15874 -35.28949 0.066
H -34.23728 5.66614 -36.76558 0.092
H -37.30911 4.28443 -37.22555 0.075
H -37.57207 2.66253 -37.93314 0.071
H -36.10527 3.56321 -38.36017 0.102
H -36.59914 2.34632 -32.44278 0.088
H -34.89508 2.38359 -32.16270 0.085
H -35.50370 0.91993 -32.57322 0.097
C -42.54011 8.54994 -35.81307 -0.094
O -42.14694 9.40541 -34.74895 -0.195
P -40.58197 9.50053 -34.36393 0.468
O -39.87629 8.20699 -34.18968 -0.418
O -40.02881 10.51708 -35.48199 -0.224
C -38.61837 10.82260 -35.54438 -0.050
O -40.55060 10.32103 -32.94695 -0.217
C -41.16569 11.62118 -32.90664 -0.089
H -41.99594 7.61322 -35.69258 0.056
H -42.38616 8.92730 -36.82401 0.103
H -43.52777 8.12520 -35.63360 0.092
H -38.16796 10.32453 -36.40296 0.094
H -38.24835 10.32660 -34.64706 0.065
H -38.48183 11.90395 -35.55598 0.101
H -40.34654 12.33899 -32.94953 0.089
H -41.66282 11.76192 -31.94688 0.094
H -41.90831 11.89838 -33.65482 0.092
C -37.42297 10.05599 -31.37445 -0.123
O -36.68769 8.92351 -30.96440 -0.214
P -36.09646 7.91307 -32.15270 0.527
O -37.12905 7.36351 -33.11969 -0.407
O -34.83473 8.81566 -32.72324 -0.231
C -34.07447 9.55724 -31.77845 -0.109
O -35.40015 6.79169 -31.33336 -0.178
C -35.12303 5.53834 -32.00353 -0.056
H -37.31347 10.88114 -30.67072 0.096
H -38.49539 9.86130 -31.38484 0.082
H -37.18288 10.51084 -32.33547 0.081
H -33.88131 10.49607 -32.29749 0.091
H -33.11695 9.03672 -31.76033 0.095
H -34.43610 9.83229 -30.78766 0.099
H -34.99360 5.56614 -33.08546 0.054
H -36.03357 4.95145 -31.88282 0.077
H -34.31439 5.01400 -31.49433 0.105
C -40.67045 2.33154 -38.47999 -0.103
O -41.07816 2.10633 -37.14951 -0.245
P -39.95213 1.92868 -35.93553 0.560
O -39.25076 3.20372 -35.62129 -0.361
O -40.71624 1.14697 -34.70444 -0.190
C -41.61064 1.83827 -33.91830 -0.133
O -38.91796 0.80717 -36.50389 -0.218
C -39.43300 -0.44365 -36.94151 -0.088
H -40.50974 1.38336 -38.99304 0.086
H -39.73996 2.89804 -38.51688 0.077
H -41.45938 2.86099 -39.01419 0.096
H -42.59163 1.92980 -34.38455 0.088
H -41.15375 2.77317 -33.59378 0.068
H -41.74960 1.29452 -32.98389 0.107
H -40.47975 -0.59391 -36.67726 0.094
H -38.79900 -1.29241 -36.68509 0.102
H -39.37214 -0.34270 -38.02512 0.082
C -43.25776 4.81743 -36.75912 -0.083
O -43.59073 5.53731 -35.59840 -0.245
P -43.03891 5.13121 -34.12395 0.496
O -41.54898 5.07752 -34.12036 -0.377
O -43.93786 3.89453 -33.70409 -0.220
C -45.36754 4.00677 -33.53971 -0.046
O -43.57751 6.33349 -33.15640 -0.213
C -43.08295 6.50476 -31.90753 -0.148
H -42.49714 4.07686 -36.51191 0.067
H -42.78983 5.49675 -37.47163 0.094
H -44.21207 4.45371 -37.14003 0.105
H -45.61976 5.03674 -33.28740 0.087
H -45.69081 3.43935 -32.66700 0.101
H -45.87462 3.73396 -34.46520 0.098
H -43.96288 6.67933 -31.28837 0.099
H -42.37195 7.32205 -31.78663 0.097
H -42.60514 5.64779 -31.43276 0.093
```

=====

[2]
Formula: C15H48N12O9
Source: the OMol25 dataset
Level of theory: the ωB97M-V functional and the def2-TZVPD basis

## Properties
Energy above the lowest of the compared OMol25 structures with the same formula, charge and spin, kJ/mol: 561.1
Frontier orbital gap, eV: 8.54
Total charge: 0
Max |F|, eV/A: 9.530
Structure (SMILES): NC(N)=O.NC(N)=O.NC(N)=O.NC(N)=O.NC(N)=O.NC(N)=O.CC(C)O.CC(C)O.CC(C)O
LUMO level, Eh: -0.0001
Spin multiplicity: 1

XYZ file:
```
84
Properties=species:S:1:pos:R:3:lowdin_charge:R:1
C -22.51882 17.18580 -9.59555 -0.813
O -23.37942 17.81315 -10.14089 0.065
N -22.70776 16.02395 -9.07962 0.149
N -21.24763 17.40023 -9.41046 0.167
H -21.99865 15.67219 -8.45231 0.058
H -23.39337 15.45639 -9.55705 0.123
H -20.85075 18.12501 -9.99124 0.121
H -20.73175 16.56180 -9.18465 0.065
C -19.00599 11.32099 -14.60881 -0.742
O -18.02006 10.90191 -15.19738 0.023
N -19.66430 10.68067 -13.67315 0.182
N -19.64463 12.42445 -14.92665 0.166
H -19.45045 9.76948 -13.29353 0.096
H -20.53068 11.11817 -13.39375 0.069
H -19.32732 12.99415 -15.69792 0.121
H -20.61722 12.34479 -14.66622 0.059
C -14.83262 10.74683 -13.78293 -0.847
O -14.63239 10.85276 -14.95845 0.055
N -13.97680 11.06307 -12.82639 0.147
N -15.95342 10.49931 -13.29965 0.177
H -14.32254 10.75327 -11.92941 0.091
H -12.98556 11.18143 -12.97985 0.110
H -16.10524 10.63136 -12.30990 0.110
H -16.68737 10.22443 -13.93671 0.088
C -21.61462 9.26919 -11.26880 -0.880
O -20.57505 8.79067 -11.65641 0.043
N -22.70682 9.29560 -11.88663 0.188
N -21.72722 9.81349 -10.15567 0.197
H -22.69579 8.81027 -12.77232 0.139
H -23.51119 9.67385 -11.40702 0.123
H -22.63926 10.00646 -9.76703 0.122
H -20.97517 10.06537 -9.53032 0.112
C -16.95915 16.11855 -7.31498 -0.801
O -17.39036 14.98732 -7.45481 0.029
N -17.25610 17.08278 -8.06688 0.195
N -16.19645 16.54437 -6.34728 0.173
H -16.70661 17.92502 -7.97320 0.126
H -17.87599 17.01013 -8.86096 0.124
H -15.65455 17.39655 -6.36236 0.122
H -16.07675 15.78733 -5.68952 0.123
C -21.25391 10.36016 -6.75351 -0.851
O -21.46161 9.18641 -6.92478 0.045
N -20.14945 10.94796 -7.08397 0.168
N -22.04073 11.20569 -6.20600 0.183
H -20.02213 11.86504 -6.68040 0.082
H -19.42908 10.24786 -7.18893 0.132
H -22.92076 10.86342 -5.84750 0.131
H -21.76734 12.17786 -6.22180 0.089
C -24.10900 11.72539 -14.82218 -0.064
C -23.47126 13.04336 -14.47433 -0.468
C -24.25260 14.10187 -13.71863 -0.038
O -22.31664 12.60862 -13.75887 -0.096
H -23.60109 11.10973 -15.56453 0.092
H -25.05023 11.83488 -15.36088 0.075
H -24.54313 11.20076 -13.97106 0.079
H -23.19134 13.57582 -15.38330 0.142
H -25.23427 14.19026 -14.18404 0.082
H -23.78805 15.06250 -13.94107 0.083
H -24.35253 13.95906 -12.64266 0.079
H -22.68890 12.08563 -13.04507 0.070
C -20.64317 13.39870 -10.80283 -0.037
C -19.35313 13.45145 -9.88409 -0.388
C -18.03144 13.00102 -10.59269 -0.047
O -19.25484 14.88834 -9.62486 -0.109
H -20.59137 14.14377 -11.59674 0.089
H -21.47584 13.44332 -10.10085 0.057
H -20.71113 12.37584 -11.17326 0.043
H -19.45924 12.82782 -8.99644 0.108
H -17.59145 13.60886 -11.38330 0.081
H -18.13154 12.00673 -11.02797 0.059
H -17.18077 12.91632 -9.91647 0.065
H -18.59429 14.92242 -8.92908 0.011
C -20.30338 15.31255 -3.68971 -0.080
C -20.90588 14.70118 -4.84278 -0.515
C -20.71348 15.51559 -6.13697 -0.025
O -20.30986 13.43907 -5.04334 -0.058
H -20.95275 16.14718 -3.42549 0.095
H -19.34623 15.80601 -3.85839 0.090
H -20.17275 14.67422 -2.81589 0.098
H -21.98043 14.69166 -4.66013 0.145
H -21.16479 14.99449 -6.98129 0.056
H -19.64099 15.58322 -6.31940 0.071
H -21.23986 16.45403 -5.96276 0.096
H -19.40465 13.41504 -4.72456 0.103
```

=====

[3]
Formula: C15H48N12O9
Source: the OMol25 dataset
Level of theory: the ωB97M-V functional and the def2-TZVPD basis

## Properties
Energy above the lowest of the compared OMol25 structures with the same formula, charge and spin, kJ/mol: 316.9
Frontier orbital gap, eV: 9.36
Total charge: 0
Max |F|, eV/A: 6.062
Structure (SMILES): NC(N)=O.NC(N)=O.NC(N)=O.NC(N)=O.NC(N)=O.NC(N)=O.CC(C)O.CC(C)O.CC(C)O
LUMO level, Eh: 0.0041
Spin multiplicity: 1

XYZ file:
```
84
Properties=species:S:1:pos:R:3:lowdin_charge:R:1
C -1.90979 -4.38686 1.15463 -0.829
O -1.89569 -4.69213 2.32323 0.053
N -2.42121 -3.33637 0.62453 0.177
N -1.43009 -5.13379 0.21614 0.157
H -2.83627 -2.64847 1.23659 0.104
H -2.31153 -3.18977 -0.36874 0.097
H -1.00993 -5.91722 0.69553 0.121
H -1.27254 -4.93971 -0.76243 0.115
C 4.63061 0.50548 -0.14000 -0.806
O 5.27388 -0.49929 -0.24423 0.043
N 4.41738 1.09465 0.98723 0.191
N 4.06009 1.04585 -1.15470 0.200
H 4.82628 0.63929 1.79070 0.072
H 4.13998 2.06551 1.01171 0.119
H 3.49498 1.86978 -1.00670 0.111
H 3.97029 0.37193 -1.90160 0.071
C -4.75363 -0.84227 -2.14046 -0.817
O -5.12729 0.26323 -1.86198 0.037
N -4.52860 -1.33229 -3.29399 0.194
N -4.41492 -1.64293 -1.20163 0.181
H -4.86961 -0.81035 -4.08860 0.127
H -4.61090 -2.33886 -3.30585 0.121
H -4.38640 -1.27139 -0.26288 0.051
H -3.94927 -2.52772 -1.34447 0.095
C -4.48405 0.45965 1.52855 -0.756
O -3.87225 -0.50734 1.13448 0.001
N -5.19963 1.23919 0.80222 0.214
N -4.46568 0.85738 2.78045 0.178
H -5.56227 1.99683 1.36308 0.124
H -5.19271 1.04785 -0.18947 0.079
H -5.12058 1.50300 3.19807 0.119
H -3.96094 0.16731 3.31816 0.126
C 3.54215 -1.63454 -3.19846 -0.786
O 2.89443 -0.63722 -3.15477 0.051
N 4.45883 -2.03913 -2.40719 0.184
N 3.30119 -2.65414 -4.02766 0.139
H 4.95326 -2.88976 -2.63535 0.119
H 4.75326 -1.47936 -1.61975 0.057
H 2.67871 -2.49160 -4.80627 0.110
H 3.79677 -3.52248 -3.88458 0.099
C -0.12932 3.82342 2.30437 -0.743
O 0.28072 4.95542 2.62740 -0.011
N 0.56457 2.70567 2.46154 0.164
N -1.24381 3.57455 1.68299 0.171
H 0.04844 1.84044 2.39022 0.087
H 1.56282 2.69861 2.61497 0.101
H -1.92031 4.31131 1.54295 0.119
H -1.47900 2.63719 1.38946 0.070
C 4.50471 -1.76141 5.09678 -0.057
C 4.24849 -0.89771 3.84811 -0.473
C 3.07638 0.10685 4.08627 -0.045
O 5.38270 -0.18209 3.44827 -0.062
H 5.36076 -2.43522 5.13224 0.078
H 3.65168 -2.42204 5.25172 0.077
H 4.51522 -1.14688 5.99696 0.074
H 4.09352 -1.59176 3.02204 0.139
H 2.90210 0.69822 3.18738 0.038
H 3.33046 0.80504 4.88382 0.081
H 2.13242 -0.34774 4.38693 0.082
H 5.49167 0.52759 4.08552 0.099
C -2.48022 2.10120 -2.55729 -0.045
C -2.16400 2.58793 -3.96209 -0.524
C -0.67646 2.65434 -4.31231 -0.048
O -2.79456 1.67308 -4.78162 -0.050
H -2.05012 2.71228 -1.76375 0.074
H -2.27421 1.03574 -2.45504 0.082
H -3.56122 2.24022 -2.54305 0.068
H -2.56379 3.56553 -4.23148 0.135
H -0.28145 1.64584 -4.18982 0.077
H -0.18472 3.39651 -3.68346 0.080
H -0.35994 2.86029 -5.33481 0.074
H -3.72452 1.89653 -4.69893 0.089
C 0.56772 1.22348 -0.71144 -0.051
C -0.34951 0.11992 -0.18775 -0.439
C 0.48874 -0.92523 0.59197 -0.038
O -1.24665 0.69789 0.75377 -0.079
H -0.03067 2.10746 -0.93196 0.060
H 1.00841 0.98826 -1.68024 0.071
H 1.39329 1.51419 -0.06182 0.053
H -0.86279 -0.40087 -0.99610 0.129
H -0.14712 -1.57028 1.19837 0.065
H 1.18563 -0.41330 1.25558 0.059
H 1.18364 -1.57027 0.05425 0.079
H -2.05605 0.19786 0.62554 0.051
```

=====

Q: Among the records above, which one has the highest total charge?
A: C15H45BaNO23P5

=====

Q: The lowest energy above the lowest of the compared OMol25 structures with the same formula, charge and spin belongs to which entry?
A: C15H45BaNO23P5

=====

Q: Which value of spin multiplicity does entry 3 give?
A: 1